# 1
ORCA calculation (ωB97M-V/def2-TZVPD) on the molecule C19H27N3O5S2.

ORCA input file:
```
! wB97M-V def2-TZVPD RIJCOSX def2/J DEFGRID3
* xyz 0 1
C 5.68 2.68 5.08
O 5.22 2.47 3.60
C 4.27 3.56 3.31
C 3.80 3.44 1.85
N 3.15 2.02 1.97
C 1.80 1.92 1.86
O 1.20 2.89 1.31
C 1.41 0.49 1.62
N 1.64 -0.27 0.46
C 3.05 -1.07 0.46
O 3.81 -0.85 1.39
C 3.17 -1.49 -0.82
S 1.86 -2.78 -1.12
C 0.58 -1.36 -1.38
C -0.30 -1.50 -2.33
C -1.15 -0.54 -2.72
S -2.31 -0.60 -4.00
O -2.17 -1.64 -4.79
O -2.94 0.85 -4.17
N -3.67 -1.30 -2.97
C -4.69 -0.29 -2.13
C -4.43 -0.15 -0.84
C -4.47 -1.46 0.00
C -3.22 -2.08 -0.19
C -3.23 -3.10 -1.38
C -3.85 -2.51 -2.83
C -1.03 0.59 -1.71
C -0.01 0.82 -0.86
C 0.89 -0.44 -0.45
H 4.81 2.64 5.69
H 6.30 1.90 5.27
H 6.20 3.52 5.27
H 3.39 3.47 3.84
H 4.64 4.53 3.46
H 4.77 3.17 1.21
H 3.21 3.99 1.51
H 3.83 1.10 2.19
H 1.56 -0.04 2.53
H 0.30 0.44 1.64
H 3.48 -1.09 -1.61
H 4.16 -2.23 -0.67
H -0.48 -2.33 -3.05
H -5.77 -0.69 -2.42
H -4.73 0.67 -2.86
H -5.28 0.62 -0.47
H -3.44 0.48 -0.59
H -5.28 -1.98 -0.15
H -4.58 -1.06 1.17
H -3.08 -2.84 0.76
H -2.28 -1.62 -0.14
H -3.68 -4.25 -1.19
H -2.06 -3.56 -1.56
H -5.04 -2.98 -2.46
H -3.44 -3.12 -3.56
H -1.68 1.39 -1.84
H 0.07 1.53 -0.21
*
```

Computed properties:
SMILES string: COCCNC(=O)CN1C(=O)CSc2cc(S(=O)(=O)N3CCCCCC3)ccc21
Molecular weight, g/mol: 441.575
Orbital gap, eV: 6.9
E, a.u.: -2076.36629
Energy relative to the best compared isomer or geometry (same formula, charge and spin), eV: 20.4523

***

# 2
ORCA calculation (ωB97M-V/def2-TZVPD) on a structure of composition C19H27N4O3SSr.

ORCA input file:
```
! wB97M-V def2-TZVPD RIJCOSX def2/J DEFGRID3
* xyz 1 1
Sr 0.21 -0.16 0.22
N -2.38 0.00 0.27
C -3.01 -1.34 0.03
C -2.59 -1.91 -1.34
C -1.90 -3.28 -1.28
C -0.54 -3.32 -0.60
N 0.43 -2.33 -1.21
H -2.63 0.34 1.18
H -2.76 0.67 -0.38
H -4.08 -1.28 0.09
H -2.68 -2.00 0.83
H -1.94 -1.19 -1.85
H -3.46 -2.01 -1.98
H -1.77 -3.66 -2.30
H -2.55 -3.99 -0.77
H -0.15 -4.32 -0.68
H -0.64 -3.10 0.48
H 0.33 -2.37 -2.21
H 1.37 -2.65 -1.03
O 2.41 0.26 -0.39
C 2.79 1.57 0.24
C 1.48 2.02 1.00
O 1.54 2.35 2.19
O 0.40 1.94 0.29
C 4.01 1.29 1.11
C 5.29 1.56 0.62
C 6.42 1.20 1.36
C 6.28 0.56 2.58
C 5.00 0.26 3.06
C 3.88 0.62 2.33
C 3.00 2.65 -0.84
C 2.68 2.43 -2.17
C 2.84 3.44 -3.12
C 3.31 4.68 -2.73
C 3.61 4.92 -1.39
C 3.46 3.91 -0.45
H 3.14 0.02 -0.98
H 5.42 2.06 -0.33
H 7.41 1.42 0.97
H 7.15 0.29 3.16
H 4.88 -0.25 4.01
H 2.90 0.38 2.71
H 2.29 1.47 -2.49
H 2.60 3.24 -4.16
H 3.43 5.47 -3.47
H 3.97 5.89 -1.08
H 3.69 4.10 0.59
N -1.73 -0.20 4.84
C -0.91 0.13 3.84
N -0.72 1.43 3.64
S -0.18 -1.10 2.87
H -2.06 0.47 5.51
H -1.87 -1.17 5.03
H -1.12 2.10 4.28
H 0.07 1.74 3.11
*
```

Computed properties:
Molecular weight, g/mol: 479.137
Orbital gap, eV: 9.0
E, a.u.: -1613.80804

***

# 3
ORCA calculation (ωB97M-V/def2-TZVPD) on a cluster of 3 separate species, C19H27NO16S in total.

ORCA input file:
```
! wB97M-V def2-TZVPD RIJCOSX def2/J DEFGRID3
* xyz 0 1
C 5.07 1.07 1.47
C 4.81 1.12 0.13
C 3.49 1.44 -0.53
C 2.48 0.25 -0.54
O 3.32 -0.91 -0.53
N 3.72 -1.36 -1.84
O 4.88 -1.36 -1.93
O 1.73 0.12 -1.75
S 0.54 -0.95 -1.52
O -0.70 -0.48 -2.02
O 0.86 -2.30 -1.83
O 0.51 -0.81 0.06
C 1.41 0.27 0.57
C 0.47 1.47 0.44
C -0.56 1.59 1.57
C -1.99 1.54 1.05
O -2.36 0.17 0.85
C -3.70 -0.01 1.13
C -4.64 0.10 -0.04
O -4.08 -0.24 2.26
C 1.81 -0.31 1.93
C 2.13 0.53 3.19
C 2.63 1.95 3.17
O 3.62 2.25 3.82
O 1.96 2.95 2.51
H 5.73 1.81 1.91
H 4.61 0.37 2.15
H 5.62 0.86 -0.55
H 3.03 2.29 -0.04
H 3.69 1.66 -1.58
H -0.10 1.42 -0.48
H 1.04 2.39 0.34
H -0.50 0.77 2.28
H -0.45 2.53 2.09
H -2.63 1.93 1.84
H -2.12 2.15 0.15
H -4.05 0.06 -0.95
H -5.18 1.05 -0.03
H -5.32 -0.75 -0.04
H 2.65 -0.98 1.75
H 1.00 -0.99 2.20
H 1.26 0.51 3.85
H 2.88 -0.02 3.75
H 2.62 3.38 1.95
O -6.76 1.83 -0.93
C -6.99 1.87 -2.09
O -7.95 2.63 -2.67
C -7.77 2.57 -4.09
C -7.02 1.26 -4.27
O -6.32 1.14 -3.02
H -8.73 2.59 -4.60
H -7.18 3.43 -4.40
H -7.70 0.41 -4.38
H -6.33 1.28 -5.10
O 3.60 -4.84 2.97
C 3.40 -4.81 1.81
O 2.51 -3.98 1.21
C 2.72 -4.06 -0.21
C 3.37 -5.41 -0.37
O 4.04 -5.58 0.89
H 1.78 -3.97 -0.74
H 3.37 -3.25 -0.51
H 2.65 -6.22 -0.50
H 4.09 -5.45 -1.19
*
```

Computed properties:
SMILES string: C=CC[C@]1(ON=O)OS(=O)(=O)O[C@@]1(CCCOC(C)=O)CCC(=O)O.O=C1OCCO1.O=C1OCCO1
Molecular weight, g/mol: 557.483
Orbital gap, eV: 7.8
E, a.u.: -2396.73804

***

Going through the records in order, we get max |F| values of 18.48, 3.50, 2.32 eV/Å.